Molecular formula: C20H18FeN4O3PS2
Method: DFT, ωB97M-V with the def2-TZVPD basis set

Computed properties:
- Spin multiplicity: 5
- Net charge: -1
- Kohn-Sham gap (spin up / spin down): 6.591 / 6.803 eV
- Electronic energy: -98486.9748 eV
- ΔE to the lowest compared entry with this formula, charge and spin: 0.0 kcal/mol
- <S²>: 6.02
- LUMO (spin up / spin down): 2.455 / 2.454 eV

Each line ends with the Löwdin spin population.
Element x y z (Å)
Fe 0.784 0.898 0.392  3.639
S -0.704 2.064 1.791  0.078
S 0.032 2.230 -1.446  0.074
P 0.008 -1.297 -0.590  0.033
O 2.010 -2.688 2.459  0.005
O 1.111 -0.722 1.880  0.037
O 2.730 1.468 0.683  0.054
N -2.869 5.042 1.782  0.001
N 4.219 2.651 1.871  0.004
N -2.004 5.255 -2.071  0.003
N 2.962 0.986 2.889  0.002
C -3.920 -0.381 -0.150  0.000
C 1.379 -1.967 1.697  0.004
C 0.879 -2.575 0.368  0.004
C -4.287 -1.023 1.027  0.003
C -0.175 -1.960 -2.278  0.007
C -0.450 -3.303 -2.528  0.002
C 3.268 1.681 1.794  0.010
C -1.698 -1.299 0.039  0.004
C -1.002 3.365 -0.619  0.011
C -0.469 -2.874 -4.893  0.000
C -2.169 4.272 1.288  0.002
C -1.569 4.410 -1.420  0.003
C 4.734 3.159 3.123  0.001
C -2.066 -1.928 1.223  0.002
C -2.631 -0.513 -0.638  0.002
C -0.049 -1.078 -3.349  0.001
C -0.202 -1.536 -4.652  0.000
C -1.299 3.291 0.705  0.008
C -0.591 -3.760 -3.828  0.000
C -3.359 -1.791 1.712  0.000
H -4.631 0.243 -0.675  0.000
H -2.333 0.026 -1.530  0.000
H -0.584 -3.231 -5.909  0.000
H -5.289 -0.905 1.419  0.000
H 2.245 0.249 2.788  0.000
H 1.752 -2.895 -0.204  0.000
H 4.220 3.255 1.066  0.000
H -1.344 -2.504 1.788  0.000
H -0.560 -3.994 -1.700  0.000
H 3.945 3.546 3.774  0.000
H 0.292 -3.469 0.583  0.001
H 5.288 2.384 3.655  0.000
H -0.803 -4.806 -4.014  0.000
H -3.633 -2.274 2.641  0.000
H -0.111 -0.841 -5.478  0.000
H 3.364 1.202 3.780  0.000
H 0.152 -0.031 -3.157  0.000
H 5.429 3.968 2.911  0.000

---

Molecular formula: C5H13N
Method: DFT, ωB97M-V with the def2-TZVPD basis set

Computed properties:
- Net charge: 0
- Kohn-Sham gap: 9.995 eV
- Electronic energy: -6883.6078 eV
- ΔE to the lowest compared entry with this formula, charge and spin: 59.7 kcal/mol
- LUMO: 1.175 eV

Each line ends with the Mulliken charge.
Element x y z (Å)
N -0.795 0.197 0.330  -0.195
C 1.932 -0.354 0.357  -1.584
C 0.794 1.459 -0.825  -1.500
C 0.591 -0.019 -0.342  0.457
C -0.938 -0.872 1.294  -1.063
C -1.896 -0.132 -0.592  -1.020
H -1.767 0.309 -1.611  0.324
H -2.780 0.412 -0.229  0.330
H 0.438 -0.797 -1.084  0.473
H 0.170 2.303 -0.651  0.446
H -0.450 -0.591 2.206  0.299
H 0.967 1.404 -1.847  0.373
H 1.906 -1.376 0.658  0.419
H 1.733 1.962 -0.498  0.397
H -2.080 -1.255 -0.607  0.374
H 1.969 0.254 1.315  0.316
H -1.979 -1.069 1.524  0.448
H -0.469 -1.919 0.967  0.267
H 2.653 0.085 -0.364  0.436

---

Molecular formula: C4H10N3
Method: DFT, ωB97M-V with the def2-TZVPD basis set

Computed properties:
- Net charge: +1
- Kohn-Sham gap: 8.002 eV
- Electronic energy: -8769.4915 eV
- ΔE to the lowest compared entry with this formula, charge and spin: 117.8 kcal/mol
- LUMO: -5.492 eV

Each line ends with the Mulliken charge.
Element x y z (Å)
N 1.589 -0.890 0.416  -0.200
N 2.099 0.292 -0.011  -0.294
N -1.572 0.246 -0.156  -0.072
C 0.296 -1.328 -0.301  -0.486
C 1.658 1.437 -0.151  -0.187
C -1.156 -1.023 0.310  -0.613
C -1.182 1.397 0.355  -0.487
H 2.285 2.194 -0.440  0.401
H 0.111 -2.440 -0.402  0.327
H 0.228 -0.878 -1.332  0.382
H -0.995 1.270 1.415  0.361
H 0.476 1.612 -0.181  0.140
H -1.732 -1.841 -0.039  0.392
H -1.633 0.148 -1.182  0.333
H -1.205 -0.962 1.476  0.328
H -1.661 2.309 -0.099  0.364
H 2.395 -1.544 0.323  0.311

---

Molecular formula: C34H41F5IN2O8PS
Method: DFT, ωB97M-V with the def2-TZVPD basis set

Computed properties:
- Net charge: 0
- Kohn-Sham gap: 6.458 eV
- Electronic energy: -97089.3866 eV
- LUMO: -1.694 eV

Each line ends with the Mulliken charge.
Element x y z (Å)
I -7.859 -1.300 -0.668  0.011
S -2.809 -3.933 -2.793  1.298
P 1.556 -1.030 -2.776  1.050
F -1.908 -6.010 -1.546  -0.262
F -3.841 -5.443 -0.864  -0.238
F -0.954 -3.477 -0.396  -0.213
F -2.842 -3.608 0.728  -0.240
F -1.449 -5.213 0.752  -0.281
O -1.694 -4.311 -3.599  -0.637
O 0.597 -0.162 3.881  -0.515
O 2.189 0.906 5.065  -0.434
O -4.040 -4.305 -3.421  -0.639
O -5.994 -1.383 -2.969  -0.412
O -1.025 -1.580 -4.009  -0.464
O 1.629 -0.369 -4.099  -0.791
O -4.287 0.685 -1.308  -0.572
N -2.507 1.836 0.611  -0.056
N 4.612 -5.219 -4.655  0.028
C 2.377 -1.481 4.684  -0.433
C 2.883 -0.009 0.391  1.039
C 0.346 -0.119 -1.721  0.527
C -6.057 -1.627 -1.800  -0.032
C -4.826 -2.184 -1.060  -1.234
C 2.301 3.692 1.641  -0.253
C 2.720 -2.273 3.611  -0.645
C 1.012 3.661 0.759  -1.809
C 1.693 3.114 4.120  -0.625
C 1.642 -0.194 4.506  0.786
C -3.855 3.925 0.756  -1.069
C 0.751 0.798 -0.751  0.456
C -3.586 -1.562 -1.664  0.400
C 2.556 1.874 4.048  1.121
C -1.963 -4.252 -0.029  0.648
C 2.576 -4.495 -5.140  -0.660
C -3.626 4.040 2.277  -0.339
C 3.376 -5.605 -5.103  -0.505
C -0.982 -0.397 -1.907  0.383
C -2.738 3.168 0.032  -0.243
C 2.233 1.020 -0.569  -2.194
C 4.411 0.048 0.146  -1.667
C -2.695 -2.198 -2.401  0.723
C -3.360 -0.094 -1.345  -0.358
C 3.357 -3.395 -4.693  -0.239
C -2.778 5.272 2.678  -1.104
C -1.529 1.172 -0.169  -1.254
C -1.486 -1.415 -2.909  -1.064
C -2.658 -4.958 -1.233  0.699
C -0.176 1.441 0.032  0.171
C -1.921 0.263 -1.120  1.053
C 0.146 2.424 1.149  0.842
C 2.040 4.197 3.074  -1.013
C 4.607 -3.874 -4.399  -0.859
H 2.506 2.031 -0.291  0.380
H 3.176 -6.632 -5.356  0.396
H 1.364 3.621 -0.273  0.718
H 2.913 4.741 3.446  0.420
H 4.683 -0.543 -0.733  0.369
H -4.809 3.410 0.589  0.368
H 0.634 2.844 4.129  0.228
H 0.625 1.844 1.944  -0.964
H -0.765 2.806 1.602  0.366
H -1.838 3.787 0.094  0.082
H 3.627 2.081 4.120  0.462
H -3.119 3.135 2.616  0.219
H 3.037 -2.369 -4.602  0.785
H 2.963 4.421 1.154  0.499
H 4.925 -0.363 1.017  0.433
H 1.873 3.559 5.107  0.451
H 2.408 1.374 3.089  -1.216
H 5.489 -3.377 -4.033  0.400
H -3.358 6.013 3.231  0.368
H 2.484 -1.002 0.181  0.505
H 2.802 -1.049 -2.116  0.043
H 2.003 -2.856 3.029  0.293
H -3.966 4.916 0.305  0.480
H 3.764 -2.395 3.317  0.241
H 2.741 0.268 1.436  -0.630
H 1.026 -2.325 -2.966  0.089
H 2.646 -1.829 5.687  0.364
H 0.499 4.605 0.949  0.525
H -4.817 -3.271 -1.129  0.472
H -3.027 3.099 -1.025  0.345
H -2.297 5.750 1.822  0.329
H 2.816 2.733 1.584  -0.038
H 1.544 -4.471 -5.452  0.485
H -4.607 4.092 2.754  0.506
H -3.367 1.307 0.624  0.748
H 4.750 1.071 -0.032  0.350
H 2.713 0.842 -1.536  1.068
H -1.997 4.929 3.364  0.145
H -4.824 -1.943 0.007  0.562
H 5.399 -5.828 -4.534  0.178
H 1.214 4.914 3.056  0.291